Entry 1:
9
Properties=species:S:1:pos:R:3:forces:R:3 method="wB97M-V/def2-TZVPD" relative_energy_ev=1.857 homo_lumo_gap_ev=9.04 spin_multiplicity=1 lumo_ev=-0.240 energy_ha=-1212.4963 e_homo_ev=-9.28 fmax_ha_per_bohr=0.059
C -0.165688 -1.394554 -0.684759 -0.573 0.287 -0.605
C -0.482639 -0.109828 -0.870394 -1.155 -0.015 1.228
C 0.867770 1.672998 1.637501 -0.135 -1.379 -2.178
N 0.355324 1.667571 0.555793 -2.101 -0.084 -2.026
O 1.283824 1.822410 2.684461 1.044 0.528 2.827
O 0.387864 0.906921 -0.641093 1.760 0.512 0.359
I 1.624721 -2.114074 -0.052219 1.013 0.263 0.433
I -2.445238 0.491403 -1.427716 0.569 0.123 0.097
I -1.425939 -2.942847 -1.201575 -0.421 -0.235 -0.134


Entry 2:
57
Properties=species:S:1:pos:R:3:forces:R:3 method="wB97M-V/def2-TZVPD" relative_energy_ev=0.000 homo_lumo_gap_ev=8.30 spin_multiplicity=1 lumo_ev=0.153 smiles="Cc1ccc2[nH]c(=O)c(CN(CCCN(C)C)C(=O)Nc3ccc(F)cc3)cc2c1" energy_ha=-1362.0739 e_homo_ev=-8.14 fmax_ha_per_bohr=0.015
C -4.121531 3.149215 4.098476 0.015 0.017 0.039
C -2.745665 3.058713 3.513397 -0.055 -0.034 -0.096
C -2.543607 2.709221 2.195491 0.198 0.062 0.183
C -1.255073 2.630659 1.653881 0.276 0.136 0.471
C -0.149604 2.912650 2.477168 -0.743 -0.077 -0.062
C -0.352831 3.266269 3.812313 0.012 0.005 0.003
C -1.631194 3.337132 4.314496 0.094 -0.050 -0.198
H -1.783592 3.613051 5.347660 0.008 0.031 0.119
H 0.498121 3.483673 4.441687 0.089 0.025 0.080
N 1.107758 2.828014 1.941844 0.387 0.067 0.095
C 1.408725 2.487797 0.642430 -0.148 0.109 0.353
O 2.575835 2.418953 0.285705 0.242 -0.035 -0.212
C 0.252620 2.223971 -0.206764 -0.299 0.034 -0.182
C -1.002722 2.288335 0.291311 0.399 0.040 -0.176
H -1.841589 2.074107 -0.355509 -0.073 -0.034 -0.125
C 0.522398 1.843690 -1.638775 -0.167 0.127 -0.107
N 0.478568 0.402866 -1.841360 0.114 0.220 -0.143
C -0.740439 -0.135401 -2.147296 0.418 -0.265 -0.042
O -1.725912 0.559769 -2.313204 -0.534 0.206 -0.026
N -0.750325 -1.508266 -2.276765 0.634 0.083 0.150
C -1.810563 -2.335409 -2.633886 -0.463 -0.234 -0.111
C -1.550670 -3.702963 -2.744596 -0.046 0.233 0.018
C -2.552783 -4.588791 -3.086675 -0.272 0.008 -0.062
C -3.824347 -4.097918 -3.318632 0.045 0.079 0.025
C -4.108519 -2.749256 -3.215768 0.003 -0.438 -0.051
C -3.101565 -1.867445 -2.872719 0.103 0.156 0.034
H -3.303070 -0.813175 -2.791297 -0.015 0.005 -0.002
H -5.110125 -2.397007 -3.404335 -0.107 0.021 -0.022
F -4.811457 -4.961232 -3.653828 0.060 0.050 0.018
H -2.358253 -5.645865 -3.174993 0.001 -0.102 -0.012
H -0.552163 -4.075042 -2.561466 0.107 -0.041 0.018
H 0.126014 -1.990585 -2.154556 -0.100 0.139 -0.009
C 1.653057 -0.354607 -1.465776 0.060 -0.257 0.321
H 1.856657 -1.137450 -2.205059 0.075 0.034 -0.014
H 2.505723 0.324153 -1.489003 -0.061 -0.089 -0.131
C 1.561666 -0.964910 -0.061280 0.282 -0.147 -0.137
C 2.684124 -1.976337 0.172936 -0.162 0.140 0.021
N 3.991698 -1.458796 -0.186856 0.017 -0.131 -0.011
C 4.975556 -2.520865 -0.221858 -0.047 0.031 -0.060
H 5.122862 -3.001430 0.758834 0.009 -0.011 0.035
H 5.928004 -2.110235 -0.552376 0.078 -0.051 0.003
H 4.662601 -3.282265 -0.935862 0.035 -0.066 -0.005
C 4.423954 -0.382851 0.684435 -0.095 0.033 -0.102
H 5.428857 -0.081594 0.394947 0.051 0.058 0.029
H 4.441416 -0.683943 1.744231 0.016 -0.033 0.059
H 3.772846 0.480306 0.570052 0.004 0.080 0.083
H 2.501735 -2.854755 -0.455084 -0.013 -0.020 0.048
H 2.651924 -2.309783 1.227858 0.046 -0.061 -0.073
H 1.613339 -0.166464 0.678281 -0.058 0.035 0.046
H 0.602048 -1.470386 0.073890 -0.002 0.037 0.033
H -0.240667 2.283617 -2.284663 0.196 0.008 0.097
H 1.512341 2.203070 -1.926935 -0.130 -0.043 -0.015
H 1.901241 3.031111 2.539165 -0.071 -0.067 -0.200
H -3.384262 2.489444 1.553993 -0.128 -0.026 -0.071
H -4.216090 2.479200 4.951965 -0.091 -0.033 0.052
H -4.875362 2.884032 3.362394 -0.098 -0.009 -0.006
H -4.317706 4.162006 4.448335 -0.098 0.045 0.032


Entry 3:
82
Properties=species:S:1:pos:R:3:forces:R:3 method="wB97M-V/def2-TZVPD" relative_energy_ev=2.964 homo_lumo_gap_ev=9.63 spin_multiplicity=1 lumo_ev=0.455 smiles="C#CCCCOC(=O)O.C1CCOC1.C1CCOC1.C1CCOC1.C1CCOC1.C1CCOC1" energy_ha=-1621.1243 e_homo_ev=-9.18 fmax_ha_per_bohr=0.139
C -3.199794 1.690948 0.813749 -5.506 -4.274 -1.688
C -4.115045 0.891794 0.278647 4.333 2.919 3.228
C -5.193627 -0.277072 -0.086964 0.600 1.194 0.875
C -6.366587 -0.228393 1.057268 0.640 0.136 -0.467
C -5.730967 -0.706283 2.464775 0.310 -1.300 -0.362
O -6.031314 0.210080 3.574387 2.707 -1.448 1.396
C -5.030777 -0.106765 4.588385 2.905 2.684 0.749
O -4.062755 0.675119 4.858065 -5.232 -3.877 -1.331
O -5.206974 -1.334005 5.311362 0.383 1.593 -2.094
H -2.642491 2.357164 1.584281 -1.178 -1.501 -2.157
H -5.628687 -0.073762 -1.142291 0.797 -0.497 1.884
H -4.706067 -1.329714 0.000046 -0.570 2.013 -0.489
H -6.752504 0.871995 1.093827 0.549 -2.176 0.235
H -7.189788 -0.967848 0.709220 1.255 1.418 0.754
H -6.108870 -1.757608 2.807490 0.330 1.729 -0.995
H -4.571772 -0.824634 2.375374 -1.940 0.527 -0.104
H -5.013710 -2.092865 4.708116 -0.364 0.838 0.530
C 0.745388 -1.485731 2.754596 -0.080 -0.489 0.200
C 1.649808 -0.994384 1.649187 0.284 0.417 -0.097
C 0.675915 -0.808595 0.503417 -0.200 -0.113 -0.227
O -0.590397 -0.464754 1.084960 0.282 -0.176 0.161
C -0.522562 -0.697075 2.499169 -0.229 0.338 -0.001
H 1.150336 -1.328425 3.756387 -0.069 0.003 -0.063
H 0.551459 -2.556722 2.627310 -0.016 0.056 0.073
H 2.085973 -0.030632 1.928193 0.007 -0.199 -0.092
H 2.464246 -1.680947 1.409466 -0.035 0.101 0.006
H 0.543697 -1.737817 -0.060349 0.104 0.051 -0.058
H 0.988445 -0.022329 -0.188742 -0.132 -0.017 0.013
H -0.489993 0.278114 2.997087 -0.040 -0.059 0.107
H -1.419980 -1.226802 2.828414 -0.027 0.080 -0.097
C 5.615646 -0.899544 4.374018 -0.086 -0.454 0.261
C 6.519375 -0.407874 3.267879 0.434 0.291 -0.036
C 5.544213 -0.221344 2.123669 -0.203 -0.066 -0.329
O 4.279581 0.122354 2.705805 0.460 -0.053 0.252
C 4.347473 -0.110154 4.119796 -0.220 0.334 0.029
H 6.021372 -0.742902 5.375421 -0.065 -0.004 -0.078
H 5.421412 -1.970116 4.246328 0.008 0.079 0.058
H 6.956485 0.556861 3.547290 0.002 -0.085 -0.052
H 7.333392 -1.094396 3.026891 -0.079 0.062 -0.009
H 5.411110 -1.150677 1.559269 0.091 0.000 -0.061
H 5.855559 0.565268 1.431572 -0.130 -0.024 0.020
H 4.380438 0.864863 4.617953 -0.024 -0.056 0.095
H 3.450156 -0.639700 4.449263 -0.011 0.069 -0.113
C 4.024117 2.617268 -0.652804 0.427 0.186 0.278
C 2.815488 3.177839 -1.365496 -0.466 0.076 0.103
C 3.031401 2.691065 -2.783920 0.008 0.000 -0.410
O 3.741306 1.447407 -2.692641 0.017 0.155 0.339
C 4.209443 1.283601 -1.347395 -0.094 -0.342 -0.135
H 3.892215 2.520552 0.427000 0.022 -0.045 -0.069
H 4.893609 3.258223 -0.836067 -0.043 -0.059 0.042
H 1.902770 2.733935 -0.952977 0.035 0.072 -0.033
H 2.728357 4.263955 -1.296070 -0.002 -0.092 -0.036
H 3.652557 3.390064 -3.354054 -0.089 0.070 -0.015
H 2.092931 2.540159 -3.322496 0.150 -0.013 -0.035
H 3.602999 0.502774 -0.874801 0.069 -0.021 0.123
H 5.252323 0.956842 -1.357571 -0.061 -0.038 -0.102
C -1.907986 2.854030 -5.441181 -0.346 -0.234 0.346
C -1.722077 4.235384 -6.023740 -0.092 0.236 -0.461
C -0.466677 4.708582 -5.319583 0.232 0.161 0.277
O 0.324976 3.542646 -5.053086 -0.341 0.006 -0.097
C -0.477118 2.378235 -5.294623 0.342 -0.166 -0.118
H -2.515149 2.192882 -6.062738 0.072 0.033 0.054
H -2.380325 2.927401 -4.455494 0.022 -0.052 -0.084
H -1.540825 4.162007 -7.101571 -0.030 0.051 0.077
H -2.575241 4.898048 -5.865401 0.092 -0.035 -0.002
H -0.702891 5.179567 -4.359425 -0.041 0.085 -0.046
H 0.110655 5.414882 -5.921475 0.059 -0.097 0.083
H -0.118086 1.910377 -6.217787 -0.053 -0.087 0.026
H -0.352669 1.668633 -4.473031 0.097 0.087 -0.023
C -1.225596 -3.589338 -1.403137 0.378 0.282 -0.022
C -1.470571 -5.063050 -1.628254 -0.169 -0.306 -0.376
C -1.931092 -5.518941 -0.258059 -0.008 -0.118 0.354
O -2.595091 -4.401931 0.349852 0.181 -0.057 -0.265
C -2.331099 -3.229107 -0.433499 -0.312 0.212 0.224
H -1.251894 -2.994850 -2.318508 0.004 -0.016 0.100
H -0.249867 -3.444069 -0.927831 -0.100 -0.009 -0.081
H -2.276846 -5.197724 -2.357494 0.079 -0.036 0.043
H -0.593056 -5.605590 -1.985655 -0.079 0.024 0.052
H -1.081113 -5.789512 0.377518 0.021 -0.090 -0.053
H -2.614356 -6.370581 -0.307212 -0.007 0.095 0.094
H -3.253463 -2.966385 -0.963748 0.031 0.066 -0.089
H -2.058877 -2.399973 0.224469 -0.046 -0.052 0.010


Entry 4:
46
Properties=species:S:1:pos:R:3:forces:R:3 method="wB97M-V/def2-TZVPD" relative_energy_ev=3.350 homo_lumo_gap_ev=1.82 spin_multiplicity=1 lumo_ev=-4.226 energy_ha=-4536.8686 e_homo_ev=-6.05 fmax_ha_per_bohr=0.088
C -3.723739 0.629407 3.625311 0.115 -0.222 -0.015
O -2.849944 -0.513579 3.594236 1.114 0.325 0.048
C -1.507234 -0.318396 3.599677 0.011 0.236 -0.076
C -0.683906 -1.482703 3.592313 -0.417 0.173 0.032
C 0.682852 -1.370519 3.573326 -0.722 -0.127 -0.082
C 1.308872 -0.087156 3.527903 -0.244 0.045 0.107
S 2.947489 0.038053 3.377768 0.691 0.107 0.060
C 0.481485 1.077066 3.581135 -0.658 -0.149 -0.051
C -0.894906 0.967617 3.606171 -0.179 -0.079 0.029
H -4.716739 0.182130 3.611177 0.056 0.260 0.007
H -3.580052 1.218736 4.539691 -0.010 -0.197 -0.152
H -3.577927 1.270838 2.747065 -0.017 -0.211 0.137
H -1.187010 -2.448863 3.596482 0.177 0.197 0.026
H 1.309462 -2.259840 3.575167 -0.103 0.237 -0.048
H 0.958458 2.055292 3.585372 -0.086 -0.249 -0.035
H -1.513900 1.869029 3.623928 0.282 -0.367 0.008
O 8.992778 -0.401930 -2.553017 -1.820 -0.039 -0.333
C 7.875634 -0.298423 -2.839255 3.328 0.525 0.227
Co 6.198364 -0.230779 -3.301579 -1.769 1.651 1.236
C 6.115201 -0.974690 -4.867764 -0.305 -0.343 -2.064
O 6.019347 -1.468735 -5.911832 0.251 0.674 1.782
C 5.261603 -1.347211 -2.327933 -2.379 -2.501 1.503
O 4.626014 -2.116979 -1.736425 1.227 1.360 -0.926
C 5.348815 1.556943 -3.662332 -0.529 0.533 -4.156
C 3.950128 1.373486 -3.572486 1.548 -1.163 -1.892
C 3.022201 0.732542 -4.331733 -0.167 -0.504 -0.196
C 1.960425 -0.080514 -3.816976 -0.638 -0.059 0.026
C 1.319336 -1.013187 -4.681609 -0.071 0.246 0.315
C 0.233041 -1.762184 -4.244062 0.333 0.199 0.314
C -0.219729 -1.627706 -2.915812 0.200 0.201 -0.082
C 0.444888 -0.763626 -2.030150 0.329 -0.016 -0.351
C 1.542475 -0.017200 -2.468336 -0.322 -0.200 0.168
Co 4.695752 1.988890 -2.073251 0.503 -0.584 4.437
C 6.270088 2.315207 -1.324788 2.798 0.833 1.147
O 7.302482 2.525124 -0.850366 -2.022 -0.436 -0.964
C 4.055103 1.235666 -0.546600 -0.632 -0.764 2.421
O 3.808848 0.912619 0.534259 0.346 0.466 -2.165
C 3.982993 3.608053 -2.021166 -0.388 2.399 -0.175
O 3.621268 4.702720 -1.956863 0.463 -2.097 -0.093
H 5.872620 2.222957 -4.351275 -0.001 -0.306 0.058
H 3.186185 0.666832 -5.409870 0.152 -0.111 0.190
H 1.737631 -1.128420 -5.684947 -0.350 0.026 0.222
H -0.250240 -2.464336 -4.923131 0.096 0.168 0.204
H -1.077543 -2.206523 -2.571865 0.234 0.151 -0.099
H 0.123228 -0.674630 -0.989101 0.063 -0.099 -0.360
H 2.102104 0.618623 -1.775354 -0.489 -0.189 -0.389